ORCA calculation (ωB97M-V/def2-TZVPD) on a 3-piece molecular cluster, C24H56O13P2Si2 overall at a distorted geometry.

The frontier orbital gap comes out at 8.25 eV. The calculated total energy is -3187.739847 hartree. Its largest force on an atom is 0.1756 Eh/bohr. Its net charge is 0. Its LUMO energy is -1.561 eV.

CARTESIAN COORDINATES (ANGSTROEM)
1 H 3.86 -7.90 4.60
2 H 3.50 3.34 0.60
3 H 4.61 2.68 -1.58
4 H -5.22 -3.83 -0.90
5 O 5.59 4.10 -3.66
6 H 1.27 -4.07 6.02
7 H 2.22 7.80 -2.46
8 H 2.88 2.32 -1.56
9 O 1.76 1.09 0.67
10 H 2.27 -1.32 2.13
11 C 1.34 6.23 -3.61
12 H -5.29 0.02 -0.17
13 C -0.01 -2.86 -0.74
14 H 0.81 -3.58 -0.38
15 H 4.51 6.18 -6.44
16 O 3.41 3.90 -2.73
17 C 3.61 3.13 -1.55
18 H 0.67 6.88 -4.16
19 H -5.60 -0.74 -3.14
20 P 3.60 -5.05 4.11
21 C -0.43 1.81 -0.20
22 O -6.69 -2.32 -0.83
23 O 3.09 -3.53 4.53
24 O 0.25 -0.69 0.38
25 O -7.82 -3.41 0.94
26 C 2.56 7.01 -3.14
27 C -5.32 0.48 -1.21
28 C 1.72 -4.46 6.93
29 H 3.06 7.53 -3.96
30 H -4.21 -2.69 -2.65
31 H 1.60 5.39 -4.25
32 H 0.25 -0.86 -1.79
33 Si -4.41 2.16 -1.22
34 H -4.90 -2.54 0.37
35 H -0.83 -2.82 0.07
36 H 1.79 -1.44 -0.96
37 H 3.72 -3.61 6.75
38 P 4.54 5.06 -3.10
39 O 3.48 6.21 -2.41
40 H 4.22 -2.48 3.12
41 H 5.07 3.88 -7.33
42 C 4.77 5.35 -5.77
43 C -5.29 -2.69 -0.70
44 O 3.65 -5.45 5.77
45 H -6.68 2.86 0.00
46 H 5.83 5.44 -5.57
47 C 3.30 -2.39 3.70
48 C 3.44 3.97 -0.30
49 C 2.79 -8.12 4.51
50 H 3.61 -5.03 7.75
51 Si -6.58 3.89 -1.05
52 O 3.99 5.52 -4.59
53 H -2.45 0.92 0.17
54 H 2.68 -9.15 4.16
55 H -2.46 1.81 -2.87
56 H -7.84 3.91 -1.82
57 H -7.60 -1.40 2.51
58 H -6.34 5.22 -0.45
59 H -3.92 -0.08 -2.85
60 H 1.21 -1.90 3.43
61 C 2.09 -2.15 2.82
62 H 0.02 2.52 -0.96
63 H 2.61 -7.19 2.56
64 H -7.20 -0.18 1.13
65 O -5.27 3.42 -2.12
66 H -6.43 0.71 -1.45
67 H 1.27 -5.44 7.12
68 H -2.13 3.14 -1.65
69 H -0.76 2.45 0.70
70 H -4.42 2.65 0.18
71 H 2.36 -8.03 5.50
72 C -2.58 2.09 -1.76
73 H 4.52 3.19 -5.79
74 C 2.13 -7.15 3.54
75 C 0.64 -1.37 -0.84
76 C -4.30 -1.97 -1.74
77 C -7.20 -2.40 0.52
78 H -3.25 -1.93 -1.28
79 H -1.59 0.10 -1.27
80 C 3.23 -4.58 6.83
81 H 1.46 -3.79 7.76
82 C 0.62 0.70 0.31
83 H 3.38 4.06 -6.80
84 C -4.82 -0.57 -2.32
85 H 3.43 -1.53 4.36
86 C -6.97 -1.20 1.58
87 H -0.48 -3.20 -1.73
88 O 2.13 -5.82 4.03
89 H 2.47 4.48 -0.31
90 O 3.70 -4.71 2.62
91 H -5.85 -1.17 1.87
92 C -1.79 1.10 -0.75
93 C 4.42 4.04 -6.46
94 H 4.21 4.74 -0.23
95 H 1.82 -3.03 2.24
96 H 1.08 -7.44 3.40
97 H 0.81 5.81 -2.75

---

ORCA calculation (ωB97M-V/def2-TZVPD) on a 7-piece molecular cluster, C24H57BCl2IN13O14P2S2 overall at a distorted geometry.

The frontier orbital gap comes out at 3.10 eV. The calculated total energy is -5435.840607 hartree. Its largest force on an atom is 0.1677 Eh/bohr. Its net charge is -2. Its LUMO energy is 2.055 eV.

CARTESIAN COORDINATES (ANGSTROEM)
1 H -3.42 0.38 -1.85
2 H -0.10 3.62 0.99
3 S -3.72 1.83 0.94
4 H 8.44 3.84 -1.52
5 H 10.44 -3.51 -2.30
6 H 3.70 -4.37 0.81
7 H -1.72 2.22 2.39
8 C 4.69 1.86 -1.34
9 P 4.42 -1.10 -1.29
10 O 5.72 2.58 -0.81
11 O -8.00 0.84 -4.60
12 H -7.02 -0.85 0.34
13 C 1.60 2.67 -0.37
14 H 3.38 1.20 4.36
15 O 9.70 -1.99 5.62
16 H 7.72 -5.44 -1.25
17 C 1.58 4.33 -0.54
18 C 4.62 0.58 2.56
19 C 1.48 1.75 -1.72
20 H -6.38 3.53 -4.16
21 C -0.83 1.55 0.37
22 H -11.95 -0.76 1.04
23 N -12.64 -5.70 2.99
24 H 0.44 1.36 -2.09
25 Cl 6.55 -0.21 0.66
26 H 2.43 0.11 3.16
27 H -14.95 -4.85 2.62
28 C 3.20 1.03 3.19
29 C 4.81 0.40 1.11
30 H -8.46 -1.00 -1.69
31 H -14.65 -3.26 3.24
32 O 2.64 5.29 -2.84
33 N -5.19 -0.09 -0.67
34 O 5.68 -0.62 -2.44
35 C -1.98 1.43 1.57
36 C -4.61 0.16 0.70
37 H -11.66 -1.55 2.56
38 N -14.32 -4.19 3.03
39 N -6.60 2.55 -4.15
40 O 7.29 -3.24 -2.28
41 H -2.47 -1.42 -0.13
42 H -2.38 -2.00 -1.92
43 H -2.00 0.38 2.08
44 H 9.27 1.10 5.06
45 N -8.61 2.94 -5.12
46 O 10.26 4.10 -4.11
47 H -5.93 1.90 -3.76
48 C -7.75 2.03 -4.62
49 H -7.49 0.60 -1.94
50 H 3.48 4.98 -3.30
51 H 0.81 2.18 1.82
52 H 2.75 -4.29 2.53
53 C 0.40 2.55 0.79
54 H 11.77 -0.93 6.45
55 H -9.49 -1.79 3.31
56 H -6.98 -0.99 -2.91
57 C -3.15 -1.75 -1.05
58 C 2.67 -4.22 1.36
59 N -9.17 -1.33 2.48
60 H -6.03 -2.13 -0.70
61 H -1.42 1.97 -0.58
62 H 7.30 3.18 -3.42
63 C -13.03 -4.45 3.31
64 H 2.74 2.04 2.82
65 N -11.30 -1.09 1.74
66 P 3.56 0.69 -0.29
67 H 1.02 -2.65 1.68
68 H -3.79 -2.70 -0.79
69 H 1.72 4.74 0.57
70 H -8.18 -1.19 2.35
71 Cl 6.04 0.26 3.77
72 C 2.14 -0.46 0.38
73 N 9.09 0.12 5.09
74 H -4.61 -0.93 -2.63
75 H 0.52 4.73 -0.88
76 I 2.72 -2.13 -2.83
77 C -7.38 -0.57 -1.89
78 H 1.49 0.04 1.22
79 N 8.56 -4.94 -1.53
80 S -4.67 -0.94 2.02
81 H 11.31 0.71 6.05
82 H 10.08 4.39 -1.66
83 N 8.13 3.39 -3.96
84 H 1.83 2.39 -2.67
85 H -9.48 2.59 -5.49
86 N 9.24 4.04 -2.10
87 O -9.58 -0.31 0.51
88 B 2.82 4.94 -1.42
89 H -0.47 0.47 0.08
90 H 9.44 -2.21 -2.88
91 H -8.42 3.93 -5.15
92 H 9.46 -5.37 -1.37
93 C -9.99 -0.87 1.52
94 H 1.36 -0.75 -0.48
95 O -12.28 -3.63 3.80
96 O 2.87 2.21 0.26
97 H -13.24 -6.40 2.59
98 O 2.81 -1.62 0.98
99 O 4.13 5.16 -0.72
100 O 2.53 0.68 -1.75
101 H -11.67 -5.94 3.19
102 H 1.49 -2.99 -0.15
103 H 8.21 -0.23 4.72
104 C -6.39 -1.01 -0.65
105 H 4.00 4.94 0.26
106 C 8.39 -3.74 -2.09
107 C -4.12 -0.56 -1.63
108 C 9.94 -0.79 5.59
109 H 6.37 -1.37 -2.47
110 C 1.93 -2.80 0.92
111 N 11.09 -0.28 6.06
112 H 1.98 -5.11 0.98
113 N 9.53 -3.12 -2.45
114 O 4.47 2.12 -2.81
115 H 8.11 3.24 -4.96
116 C 9.27 3.85 -3.43

---

ORCA calculation (ωB97M-V/def2-TZVPD) on a 7-piece molecular cluster, C24H57Cl6N5O8 overall at a distorted geometry.

The frontier orbital gap comes out at 8.90 eV. The calculated total energy is -4585.393378 hartree. Its largest force on an atom is 0.0300 Eh/bohr. Its net charge is 0. Its LUMO energy is 0.188 eV.

CARTESIAN COORDINATES (ANGSTROEM)
1 H 3.62 -3.19 -2.73
2 N -2.37 -1.11 3.08
3 N -0.14 3.40 -1.64
4 C -0.82 4.33 -2.38
5 H -1.39 5.52 -0.68
6 H -3.70 -1.57 -0.82
7 H -1.29 3.85 2.15
8 H -3.57 -3.41 6.85
9 H 1.17 4.34 2.42
10 Cl -2.55 -0.31 -3.35
11 C 3.40 -2.27 0.27
12 N 4.17 -0.28 -1.06
13 C 4.00 -2.25 -4.54
14 H 1.90 -2.33 -5.05
15 H 3.36 -5.09 0.26
16 C 3.65 3.66 1.59
17 H 2.19 -1.47 -3.55
18 H 4.18 1.83 -2.48
19 H 3.58 -2.71 1.27
20 C -1.73 -1.68 1.87
21 H 5.31 -1.76 -0.30
22 H -0.96 -1.57 4.57
23 H -1.60 -0.86 1.16
24 C -2.10 2.20 1.33
25 C -2.82 -1.34 5.47
26 H -2.89 -0.25 5.34
27 H -2.19 -3.11 0.28
28 H 3.78 4.48 2.31
29 H -2.04 -2.92 4.23
30 H 4.63 -0.60 0.89
31 H -2.15 6.02 -2.21
32 H -2.13 1.38 2.07
33 H 3.11 2.38 -4.42
34 H 2.69 -4.99 -1.38
35 N -1.05 3.18 1.43
36 H -2.70 4.57 -1.39
37 C 3.23 1.79 -1.93
38 H 2.38 -1.87 0.26
39 H 1.71 3.20 -3.70
40 H -3.37 -1.29 2.95
41 H 1.83 -4.20 -0.09
42 O -0.64 4.47 -3.60
43 H -0.78 -2.17 2.10
44 H -2.04 1.67 0.37
45 H 2.46 0.70 -0.22
46 O 3.59 -3.28 -0.71
47 H 4.00 1.52 -0.03
48 H 0.44 1.75 1.08
49 C 1.35 3.55 1.67
50 H -2.66 -3.60 1.93
51 H 5.18 -3.48 -3.36
52 C 2.60 -1.66 -4.55
53 H 1.35 4.00 0.67
54 O -3.94 -2.34 1.07
55 H -2.74 2.54 3.91
56 C 2.13 2.21 -3.95
57 H -4.29 3.26 4.42
58 C 4.42 -1.21 0.02
59 O 2.23 1.35 -2.86
60 C -4.13 -3.25 5.92
61 Cl 0.31 -5.06 -5.15
62 O -3.87 3.51 2.45
63 C -0.87 -0.51 -2.94
64 H -3.79 -3.88 5.10
65 H -0.40 3.27 -0.67
66 C -3.78 2.73 3.62
67 Cl -2.35 -4.02 -5.59
68 C 2.84 -4.43 -0.45
69 H 3.56 4.10 0.59
70 H 4.53 3.02 1.61
71 Cl -0.45 -2.21 -3.06
72 C -1.39 -5.18 -4.70
73 H -3.50 -0.38 0.49
74 H -5.16 -3.48 6.17
75 O -4.10 -1.86 5.57
76 N 4.32 -2.97 -3.41
77 H 0.25 2.13 2.81
78 H -1.47 -4.96 -3.64
79 O 2.54 2.88 1.92
80 O 4.74 -2.14 -5.51
81 Cl -1.97 -6.81 -5.00
82 H -4.28 1.76 3.51
83 Cl -0.47 0.12 -1.35
84 C -4.06 -1.28 0.18
85 C 0.23 2.55 1.79
86 H 1.49 1.73 -4.69
87 H -2.25 -1.48 6.41
88 H -5.11 -1.00 0.11
89 C 3.41 0.92 -0.74
90 C -1.99 -1.82 4.31
91 H 2.96 2.82 -1.63
92 H 0.49 2.79 -2.13
93 H 3.94 -0.68 -1.95
94 C -3.48 2.82 1.28
95 C -1.82 5.18 -1.62
96 H -0.27 0.05 -3.64
97 C -2.62 -2.76 1.23
98 H 2.62 -0.71 -5.08
99 H -4.21 2.03 1.07
100 H -3.48 3.53 0.45

---

ORCA calculation (ωB97M-V/def2-TZVPD) on a 6-piece molecular cluster, C24H57N3O12S3 overall at a distorted geometry.

The frontier orbital gap comes out at 7.76 eV. The calculated total energy is -3209.653376 hartree. Its largest force on an atom is 0.1101 Eh/bohr. Its net charge is 0. Its LUMO energy is 0.166 eV.

CARTESIAN COORDINATES (ANGSTROEM)
1 O 1.53 0.39 -3.06
2 H -7.41 -0.40 2.82
3 C -2.06 0.90 -1.53
4 C -4.56 -2.04 -3.33
5 H -4.71 2.79 5.15
6 H 2.67 -1.52 -1.76
7 H 0.00 1.30 -1.14
8 O 1.83 1.54 -0.85
9 S 2.59 -0.12 -4.20
10 H -2.57 0.85 2.92
11 C -4.57 -1.37 -1.89
12 H 1.78 2.86 -2.42
13 H -0.85 -0.84 2.57
14 N -5.21 1.34 3.61
15 H 4.93 -3.07 -1.60
16 C -6.71 1.38 3.69
17 H -2.03 0.17 1.74
18 H 7.25 -1.51 2.46
19 H -2.45 -1.49 2.22
20 C -1.29 -1.38 0.42
21 H 5.75 1.54 -0.85
22 H -7.08 1.96 4.54
23 H 7.47 -1.40 0.13
24 O -5.08 -0.95 -4.11
25 O 3.89 0.35 -3.84
26 H 0.61 -0.30 -1.39
27 C 6.56 -1.90 0.46
28 O -2.86 0.35 -4.16
29 C 0.84 -0.63 -2.40
30 O 2.35 1.12 1.67
31 C -4.71 0.90 2.29
32 H 2.53 1.32 -2.56
33 H 1.62 0.18 -0.26
34 H 3.27 -3.97 0.01
35 H 2.03 -2.18 -0.26
36 H 5.55 -2.18 2.43
37 C -4.47 2.51 4.12
38 C 1.86 -1.78 -2.44
39 H -2.80 0.18 -1.17
40 N -0.34 -0.52 -0.26
41 C 1.83 -1.62 0.65
42 H -5.46 0.32 1.75
43 H -8.03 0.04 4.55
44 H -5.56 -1.44 -1.43
45 H -3.41 -0.37 3.66
46 H -2.56 1.86 -1.63
47 H 5.30 -0.37 -2.26
48 H 5.90 -0.54 1.91
49 C 6.30 -1.55 1.94
50 H -3.58 -2.39 -3.65
51 H -1.04 1.60 0.19
52 H -3.07 -0.53 2.02
53 O -4.51 0.08 -2.21
54 C 3.95 -3.14 0.18
55 H 1.39 -2.76 -2.43
56 H 4.76 -3.67 0.68
57 H 6.81 -2.95 0.35
58 S -4.27 0.44 -3.80
59 H 7.16 0.92 -0.04
60 H -5.22 -2.91 -3.31
61 C -7.21 -0.05 3.83
62 C -4.74 3.85 3.39
63 N 5.44 -1.33 -0.35
64 C 6.03 -0.52 -1.46
65 H 2.82 -1.36 1.05
66 H -3.74 -1.62 -1.23
67 H 3.34 4.00 -1.39
68 O 1.53 3.40 0.91
69 H -5.80 4.09 3.35
70 H -4.33 4.69 3.95
71 C 4.55 -2.29 -0.94
72 H 3.45 -2.48 0.89
73 H -4.58 1.67 1.53
74 O 3.80 2.52 -0.01
75 H 7.22 1.37 -1.72
76 H 6.90 -0.98 -1.92
77 S 2.27 2.14 0.62
78 H -6.99 1.85 2.75
79 O -5.10 1.63 -4.15
80 H -0.07 -0.90 -2.94
81 H -6.50 -0.72 4.32
82 H -1.69 0.46 -2.46
83 C 6.60 0.87 -0.98
84 H 4.50 2.73 -1.98
85 C -0.85 0.88 -0.61
86 H 0.90 0.17 1.33
87 C -1.66 -0.85 1.84
88 C 1.00 -0.41 0.42
89 C 2.43 2.17 -1.88
90 H 3.66 -1.78 -1.31
91 H -2.14 -1.54 -0.24
92 H -0.99 -2.39 0.71
93 O 2.41 -1.76 -3.78
94 C -3.43 0.21 2.74
95 H 1.25 -2.32 1.25
96 O 2.04 0.11 -5.52
97 H -3.39 2.38 4.08
98 H -4.38 3.73 2.37
99 C 3.62 2.95 -1.39